108
Properties=species:S:1:pos:R:3:lowdin_charge:R:1 method="wB97M-V/def2-TZVPD" e_tot_ha=-3499.18789 orbital_gap_ev=5.529 charge=-1 e_homo_ev=-4.067
O -2.862 0.145 2.521 0.07
C -7.307 4.738 -3.455 -0.56
H 2.405 -8.190 -1.391 0.16
H 1.012 4.216 1.728 0.08
H 7.188 -3.751 2.451 0.14
O 1.039 7.755 -1.660 0.05
C 0.456 -4.306 -2.448 -0.31
C 0.367 5.562 -1.460 -0.32
H -6.289 2.496 -0.829 0.09
O 7.783 -2.638 0.826 0.05
H 1.932 -3.395 -1.185 0.09
H -0.307 6.961 -3.013 0.13
C 0.879 2.804 3.291 -0.23
H -1.464 -3.247 -2.304 0.14
C -8.476 3.091 -4.489 -0.33
H -1.440 -2.012 1.981 0.08
H 1.454 -2.416 -2.585 0.09
H -1.861 -0.998 5.359 0.14
C -8.194 1.777 -5.168 -0.02
H 5.900 4.476 3.727 -0.15
O -4.935 0.817 3.080 0.15
C 4.420 -6.476 -0.695 -0.56
C -1.722 -0.330 3.276 -0.31
H 4.280 -9.604 -0.781 0.14
C -2.416 -1.030 4.426 -0.08
C -4.214 2.479 -0.291 -0.31
C 1.771 -8.399 0.644 -0.02
O -0.641 -7.212 -1.027 0.14
O 5.038 -7.677 -0.797 0.06
H -7.650 4.215 -6.158 0.14
H 1.591 4.074 -2.406 0.10
C 1.591 7.235 -0.529 -0.56
H -0.164 2.736 2.968 0.09
C 6.948 -3.652 1.389 -0.10
C -0.498 -6.097 -1.429 -0.57
H 0.252 -4.448 -3.513 0.16
H 3.813 0.658 2.257 -0.08
O -1.927 2.689 -0.385 0.05
H -0.044 -1.632 3.019 0.10
C -2.334 1.964 -1.449 -0.58
H 0.441 3.407 -1.251 0.08
H 2.183 5.152 3.714 0.02
H 2.114 -8.138 1.647 0.09
H -0.591 -3.416 -0.761 0.14
H 4.198 3.369 5.793 -0.14
C -5.519 3.197 -0.507 -0.01
H 3.175 5.188 2.266 0.01
C 2.731 4.522 3.007 -0.35
O 5.825 -1.672 1.255 0.06
C 4.533 -3.479 2.201 -0.01
O -7.984 5.337 -4.462 0.07
H -4.336 1.638 0.395 0.14
H 4.836 -3.134 3.190 0.09
H 4.410 -4.564 2.211 0.08
In 4.446 3.511 4.053 0.31
O -1.456 -5.151 -1.470 0.07
C -0.809 -3.888 -1.721 -0.07
O 4.938 -5.433 -0.933 0.16
C 2.803 -8.031 -0.385 -0.32
H -9.359 4.595 -5.821 0.14
C 5.563 -3.087 1.173 -0.33
H 4.437 -8.818 0.812 0.14
C 7.110 -1.454 0.905 -0.56
H 1.381 6.410 -3.181 0.14
H -7.189 1.777 -5.593 0.09
H -3.134 4.362 -0.302 0.14
H 1.555 -9.467 0.608 0.10
O -1.600 1.428 -2.219 0.14
O 0.674 -5.614 -1.878 0.08
O -3.682 1.947 -1.531 0.09
H 3.571 -3.022 1.972 0.08
H -0.135 3.996 -2.809 0.09
H -5.846 3.668 0.420 0.10
O 1.332 5.909 -0.451 0.08
C -3.072 3.368 0.147 -0.08
O -7.456 3.396 -3.520 0.08
C -0.848 -1.206 2.420 -0.02
H -5.428 3.956 -1.283 0.06
O -3.637 -0.283 4.556 0.07
H 7.111 -4.598 0.877 0.13
O 5.284 0.150 4.100 -0.65
H -0.619 5.651 -0.994 0.15
O -6.668 5.307 -2.632 0.16
O 7.603 -0.401 0.676 0.15
H -9.430 3.058 -3.957 0.16
H 0.928 3.245 4.288 0.11
F 1.334 1.484 3.420 -0.10
H 5.212 -3.310 0.166 0.13
H 5.881 1.281 2.042 -0.08
C -8.407 4.318 -5.377 -0.09
H -2.974 3.455 1.226 0.14
C 0.581 4.176 -2.006 -0.02
C 0.591 6.670 -2.472 -0.10
H 2.519 -3.816 -2.790 0.09
P 4.886 1.165 3.045 0.44
H -2.671 -2.064 4.180 0.14
H 2.201 2.919 1.616 0.10
O 2.193 7.868 0.270 0.17
O 3.148 -6.631 -0.289 0.08
C 1.716 3.606 2.312 -0.31
C 4.168 -8.670 -0.237 -0.09
H 0.861 -7.845 0.435 0.06
H -0.398 -0.631 1.613 0.09
H -8.918 1.605 -5.965 0.09
H -8.258 0.954 -4.458 0.09
C 1.662 -3.429 -2.241 -0.01
H -1.175 0.547 3.628 0.14
C -3.909 0.279 3.359 -0.58